No. 1
Here is C23H25Cl4NO3OsPS2 as an isolated structure in a non-equilibrium geometry from OMol25. Energies are from ωB97M-V with the def2-TZVPD basis set.

Last column: Mulliken spin population.
Positions of all 60 atoms, in Å:
Os (-17.1711, 3.7846, 7.8157)  3.289
Cl (-12.6989, 2.5440, 2.5730)  0.001
C (-14.0471, 3.2331, 3.5515)  0.016
C (-13.9381, 4.4367, 4.1883)  -0.007
C (-15.0487, 4.8592, 4.8842)  0.017
Cl (-14.7814, 6.1562, 6.0371)  0.008
C (-16.1983, 4.0610, 5.0447)  0.018
O (-17.2117, 4.4180, 5.8576)  0.195
C (-16.2523, 2.8668, 4.3238)  -0.008
Cl (-17.5774, 1.8182, 4.6505)  0.006
C (-15.1872, 2.4335, 3.5662)  -0.011
H (-13.0132, 5.0551, 4.2368)  0.000
H (-15.1376, 1.4678, 3.0616)  0.000
C (-22.4912, 3.6402, 10.3166)  0.000
C (-21.3965, 3.1288, 9.4151)  0.014
O (-20.1319, 3.0601, 10.0951)  0.021
P (-18.7729, 2.6017, 9.2793)  0.123
S (-15.6991, 2.7497, 9.4299)  0.184
S (-17.3696, 2.5672, 10.8047)  0.092
O (-19.1558, 1.1098, 8.8872)  -0.015
C (-18.0161, 0.2488, 8.5340)  0.001
C (-18.4364, -1.1631, 8.7880)  0.006
H (-23.4203, 3.6944, 9.6290)  0.000
H (-22.3324, 4.6644, 10.6758)  0.001
H (-22.6063, 2.9857, 11.2002)  0.000
H (-21.2495, 3.6374, 8.4699)  -0.001
H (-21.6565, 2.0877, 9.2067)  0.003
H (-17.0947, 0.5554, 9.0139)  -0.004
H (-17.9433, 0.4255, 7.4544)  0.002
H (-18.4170, -1.3036, 9.8949)  0.000
H (-17.7763, -1.8550, 8.2352)  -0.001
H (-19.4726, -1.2862, 8.4053)  -0.001
C (-18.2822, 10.3653, 8.9647)  -0.003
C (-17.9726, 8.8903, 8.6830)  -0.004
C (-16.7686, 8.3245, 9.0585)  0.002
C (-16.5857, 6.9861, 8.7998)  -0.005
N (-17.5047, 6.1752, 8.2988)  0.062
C (-18.6336, 6.7468, 7.8449)  -0.001
C (-18.9056, 8.0897, 8.0054)  0.018
H (-18.5215, 10.9515, 8.0295)  0.001
H (-17.4635, 10.9232, 9.3426)  0.000
H (-19.1516, 10.3723, 9.6226)  0.000
H (-15.9307, 8.8922, 9.4640)  0.001
H (-15.6519, 6.5530, 9.0447)  0.002
H (-19.4046, 6.1546, 7.3396)  -0.020
H (-19.8160, 8.5099, 7.5791)  0.003
Cl (-16.6592, 12.6248, 5.0732)  0.021
C (-17.2145, 11.1324, 4.4490)  0.195
C (-17.8574, 11.0746, 3.2231)  -0.088
C (-18.1196, 9.8424, 2.6278)  0.189
C (-17.7225, 8.6306, 3.2217)  -0.068
C (-18.0012, 7.4195, 2.5839)  0.571
C (-17.0802, 8.7131, 4.4714)  0.149
C (-16.7502, 9.9579, 5.0300)  -0.111
H (-18.1445, 11.9901, 2.7690)  -0.004
H (-18.4773, 9.8589, 1.5965)  0.002
H (-18.6522, 7.4686, 1.7204)  0.013
H (-17.9061, 6.5044, 3.1329)  0.093
H (-16.7561, 7.8399, 5.0409)  0.038
H (-16.2126, 10.1164, 5.9581)  -0.007

Calculated values
LUMO (spin up / spin down) in eV: 0.273 / -0.746
2S+1: 6
Energy in hartree: -4240.9990
Relative energy (zero: lowest compared OMol25 entry of this formula, charge and spin) in kcal per mole: 48.3

---

No. 2
Here is an isolated molecule of C23H25ClN4O3 from OMol25. Energies are from ωB97M-V with the def2-TZVPD basis set.

Last column: natural (NBO) charge in e.
Positions of all 56 atoms, in Å:
C (-6.1885, -3.5922, 0.1888)  -0.250
H (-6.8582, -4.4125, -0.0655)  0.199
O (-6.3536, -2.6367, -0.8270)  -0.496
C (-5.6294, -1.4779, -0.7547)  0.256
C (-5.8447, -0.5570, -1.7795)  -0.224
C (-5.1571, 0.6347, -1.7997)  -0.242
C (-4.2415, 0.9494, -0.7970)  0.289
C (-4.0287, 0.0372, 0.2392)  -0.118
C (-4.7190, -1.1694, 0.2454)  -0.243
H (-4.5335, -1.8573, 1.0565)  0.205
C (-3.0978, 0.3713, 1.3805)  -0.234
N (-1.8861, 1.0365, 0.9191)  -0.471
C (-1.0518, 0.1528, 0.1220)  -0.231
C (0.0723, 0.9491, -0.5294)  -0.410
H (-0.3522, 1.7216, -1.1719)  0.227
H (0.6858, 0.2880, -1.1434)  0.216
C (0.9211, 1.6247, 0.5535)  -0.038
N (1.9591, 2.4343, -0.0372)  -0.179
C (3.1907, 2.0454, -0.4611)  0.308
C (3.7892, 3.1474, -1.0390)  -0.354
C (2.8255, 4.1562, -0.9271)  -0.039
N (1.7352, 3.7182, -0.3329)  -0.286
H (2.8884, 5.1746, -1.2538)  0.209
H (4.7642, 3.1953, -1.4726)  0.253
N (3.6464, 0.7505, -0.2708)  -0.611
C (4.8243, 0.2605, -0.7479)  0.655
O (5.6292, 0.9191, -1.3691)  -0.583
C (5.1065, -1.1681, -0.3846)  -0.112
C (4.1853, -2.2102, -0.3031)  -0.030
C (4.5886, -3.4971, 0.0184)  -0.235
C (5.9224, -3.7638, 0.2680)  -0.180
C (6.8578, -2.7463, 0.1775)  -0.215
C (6.4489, -1.4701, -0.1531)  -0.159
H (7.1619, -0.6651, -0.2473)  0.241
H (7.9019, -2.9492, 0.3578)  0.223
H (6.2265, -4.7676, 0.5215)  0.222
H (3.8544, -4.2866, 0.0672)  0.231
Cl (2.4943, -1.9896, -0.6511)  -0.002
H (3.0226, 0.1162, 0.2079)  0.414
C (0.0091, 2.4860, 1.4247)  -0.402
C (-1.1196, 1.6344, 1.9971)  -0.215
H (-0.7012, 0.8612, 2.6676)  0.163
H (-1.7871, 2.2665, 2.5880)  0.211
H (-0.3997, 3.2861, 0.8088)  0.239
H (0.5820, 2.9385, 2.2346)  0.223
H (1.3923, 0.8565, 1.1833)  0.189
H (-0.6240, -0.6557, 0.7432)  0.165
H (-1.6753, -0.3076, -0.6478)  0.228
H (-3.6116, 1.0609, 2.0616)  0.212
H (-2.8653, -0.5445, 1.9510)  0.179
O (-3.5910, 2.1360, -0.8699)  -0.695
H (-2.8730, 2.1241, -0.2036)  0.503
H (-5.3144, 1.3517, -2.5894)  0.225
H (-6.5554, -0.8022, -2.5519)  0.223
H (-5.1598, -3.9668, 0.2284)  0.171
H (-6.4663, -3.1915, 1.1698)  0.172

Calculated values
LUMO in eV: 0.280
SMILES string: COc1ccc(O)c(CN2CCC(n3nccc3NC(=O)c3ccccc3Cl)CC2)c1
2S+1: 1
Energy in hartree: -1796.3956
Relative energy (zero: lowest compared OMol25 entry of this formula, charge and spin) in kcal per mole: 37.3

---

Which of these has the highest 2S+1?
C23H25Cl4NO3OsPS2